Entry 1:
{
  "formula": "CH2N2O2",
  "method": "the ωB97M-V functional and the def2-TZVPD basis",
  "elements": ["O", "N", "H", "N", "O", "H", "C"],
  "coordinates": [[-1.4094, 0.1413, -1.1053], [0.0246, 0.4915, 0.5451], [2.1886, 0.2109, 0.3773], [-1.2019, 0.1467, 0.0821], [-1.9975, -0.0365, 0.9680], [1.1319, -0.8478, -0.8190], [1.2636, -0.1061, -0.0482]],
  "forces_ev_per_a": [[-0.19, -0.09, -0.70], [9.21, -1.74, -1.60], [0.22, 0.26, 0.28], [-0.56, -0.72, -0.50], [-0.50, -0.24, 0.10], [0.18, -0.15, -0.15], [-8.37, 2.68, 2.57]],
  "e_homo_ev": [-10.81, -10.82],
  "gap_ev": [9.323, 9.324],
  "smiles": "C=N[N+](=O)[O-]",
  "de_lowest_kcal_mol": 150.7
}

***

Entry 2:
{
  "formula": "CH2N2O2",
  "method": "the ωB97M-V functional and the def2-TZVPD basis",
  "elements": ["H", "O", "N", "O", "H", "C", "N"],
  "coordinates": [[-0.4903, -1.9337, 0.7566], [0.0199, -1.3137, 0.3257], [-0.8068, 0.7866, -0.5199], [1.2447, 1.6341, 0.5885], [0.1577, -0.1980, -1.8344], [0.3344, 1.0572, 0.1662], [-0.4595, -0.0326, 0.5173]],
  "forces_ev_per_a": [[-2.32, -1.83, 1.67], [2.27, 2.01, -2.54], [-0.38, -0.21, -4.19], [2.16, 1.76, -0.20], [-0.72, 0.95, 1.01], [-1.41, -1.65, 1.58], [0.39, -1.03, 2.67]],
  "e_homo_ev": [-9.92, -9.68],
  "gap_ev": [9.021, 7.882],
  "de_lowest_kcal_mol": 199.0
}